The following is a DFT calculation (the ωB97M-V functional and the def2-TZVPD basis) of C29H39ClN8O6PTi as an isolated structure.

Cartesian coordinates (Å):
Ti: -0.358 0.647 0.746
C: 1.396 -4.577 0.708
N: 1.657 -3.178 0.952
C: 3.055 -2.761 0.596
C: 0.731 -2.326 1.378
O: 0.886 -1.075 1.308
C: -0.552 -2.911 1.936
O: -1.346 -3.099 0.773
C: -2.688 -2.688 0.896
C: -2.874 -1.181 1.187
O: -1.879 -0.380 1.454
N: -4.151 -0.847 1.457
C: -4.570 0.348 2.146
C: -5.257 -1.703 1.044
H: 0.942 -5.034 1.606
H: 2.300 -5.124 0.504
H: 0.643 -4.743 -0.103
H: 3.732 -3.494 1.049
H: 3.077 -1.770 0.994
H: 3.120 -2.676 -0.533
H: -0.939 -2.160 2.611
H: -0.347 -3.864 2.475
H: -3.144 -3.236 1.743
H: -3.205 -2.918 -0.072
H: -5.165 0.982 1.501
H: -3.661 0.875 2.424
H: -5.084 0.058 3.095
H: -4.911 -2.512 0.452
H: -6.051 -1.133 0.523
H: -5.723 -2.054 1.987
C: 3.603 4.425 0.131
N: 2.781 3.272 -0.333
C: 3.288 2.109 -0.975
C: 2.403 1.093 -0.763
N: 1.329 1.569 -0.046
C: 1.546 2.890 0.227
P: 0.708 3.834 1.550
C: 0.496 2.508 2.790
N: -0.066 1.273 2.749
C: 0.210 0.663 3.931
C: 0.927 1.477 4.730
N: 1.172 2.655 4.051
C: 2.015 3.796 4.479
C: -0.989 3.619 0.740
N: -1.484 2.391 0.369
C: -2.734 2.604 -0.247
C: -3.009 3.919 -0.186
N: -1.942 4.611 0.443
C: -1.712 6.059 0.558
H: 4.155 4.168 1.177
H: 4.403 4.562 -0.598
H: 2.957 5.279 0.303
H: 4.159 2.192 -1.592
H: 2.467 0.121 -1.214
H: -0.268 -0.270 4.126
H: 1.132 1.261 5.798
H: 2.873 3.450 5.066
H: 2.324 4.353 3.587
H: 1.376 4.413 5.177
H: -3.360 1.846 -0.698
H: -3.897 4.394 -0.572
H: -2.583 6.672 0.874
H: -0.917 6.294 1.263
H: -1.465 6.577 -0.388
C: 2.278 -0.531 -4.552
C: 2.004 -2.019 -4.557
C: 2.699 -2.877 -5.434
C: 2.414 -4.230 -5.357
Cl: 3.157 -5.262 -6.419
C: 1.361 -4.719 -4.579
C: 0.606 -3.867 -3.827
C: 0.950 -2.505 -3.690
O: 0.265 -1.615 -2.891
C: -1.017 -1.231 -3.076
C: -1.563 -0.707 -1.707
O: -2.710 -0.937 -1.231
O: -0.649 0.017 -1.129
H: 3.392 -0.322 -4.507
H: 1.761 -0.018 -3.709
H: 1.985 -0.048 -5.516
H: 3.433 -2.476 -6.136
H: 1.166 -5.803 -4.561
H: -0.273 -4.250 -3.227
H: -1.723 -1.875 -3.590
H: -1.067 -0.270 -3.651

Properties
E_HOMO (spin up / spin down)   -6.8902 / -10.0818 eV
HOMO-LUMO gap (spin up / spin down)   4.9545 / 8.2741 eV
Energy relative to the best compared isomer or geometry (same formula, charge and spin)   4.66 kcal per mole
Total charge   +1
LUMO (spin up / spin down)   -1.9 / -1.8 eV
2S+1   3
Calculated total energy   -3668.82165 Eh
Max |F|   4.39 eV Å⁻¹
Expectation value of S²   2.011

These are the Löwdin partial charges, in e, on atoms 1 to 5:
1 Ti 0.98
2 C -0.03
3 N -0.11
4 C 0.02
5 C -0.35

The following is a DFT calculation (the ωB97M-V functional and the def2-TZVPD basis) of C2HClO3 as an isolated structure.

Cartesian coordinates (Å):
C: 0.721 0.132 -0.921
C: -0.492 -0.327 0.628
O: 1.233 0.613 -1.883
O: 1.040 0.142 0.393
O: -0.569 -0.484 -0.785
Cl: -1.218 1.075 1.312
H: -0.715 -1.150 1.257

Properties
E_HOMO   -11.9024 eV
HOMO-LUMO gap   12.5057 eV
Energy relative to the best compared isomer or geometry (same formula, charge and spin)   37.08 kcal per mole
LUMO   0.6 eV
Calculated total energy   -762.69452 Eh
Max |F|   4.24 eV Å⁻¹

These are the natural (NBO) partial charges, in e, on atoms 1 to 5:
1 C 0.97
2 C 0.31
3 O -0.52
4 O -0.50
5 O -0.51

The following is a DFT calculation (the ωB97M-V functional and the def2-TZVPD basis) of a 2-piece molecular cluster, C3H9O2 overall.

Cartesian coordinates (Å):
C: 1.468 -2.627 -0.033
O: 1.754 -1.903 -1.140
H: 2.374 -2.989 0.538
H: 0.896 -2.101 0.776
H: 0.943 -3.572 -0.313
C: -0.537 1.613 0.585
O: -1.583 2.588 0.799
C: -1.026 0.431 -0.230
H: 0.226 2.106 -0.008
H: -0.228 1.320 1.561
H: -1.670 3.177 0.053
H: -0.927 0.743 -1.273
H: -0.284 -0.359 -0.295
H: -1.988 -0.061 -0.115

Properties
E_HOMO   -1.8994 eV
HOMO-LUMO gap   5.3197 eV
Energy relative to the best compared isomer or geometry (same formula, charge and spin)   39.85 kcal per mole
Total charge   -1
LUMO   3.4 eV
Calculated total energy   -270.12224 Eh
Max |F|   1.94 eV Å⁻¹

These are the natural (NBO) partial charges, in e, on atoms 1 to 5:
1 C -0.20
2 O -0.99
3 H 0.06
4 H 0.06
5 H 0.08

The following is a DFT calculation (the ωB97M-V functional and the def2-TZVPD basis) of the molecule C5H9NO.

Cartesian coordinates (Å):
C: -0.234 2.902 0.355
C: -0.690 1.646 0.170
C: -0.071 0.507 -0.489
C: -0.757 -0.885 -0.048
N: 0.389 -1.584 0.513
C: 1.074 -2.623 -0.092
O: 2.296 -2.819 0.052
H: 0.823 2.887 0.547
H: -0.706 3.796 0.593
H: -1.836 1.287 0.410
H: -0.055 0.705 -1.623
H: 1.058 0.529 -0.377
H: -1.179 -1.316 -1.065
H: -1.467 -0.810 0.726
H: 0.841 -1.009 1.164
H: 0.515 -3.212 -0.836

Properties
E_HOMO   -9.2023 eV
HOMO-LUMO gap   10.0069 eV
Energy relative to the best compared isomer or geometry (same formula, charge and spin)   73.31 kcal per mole
LUMO   0.8 eV
SMILES string   C=CCCNC=O
Calculated total energy   -325.82073 Eh
Max |F|   4.59 eV Å⁻¹

These are the natural (NBO) partial charges, in e, on atoms 1 to 5:
1 C -0.42
2 C -0.15
3 C -0.48
4 C -0.21
5 N -0.62

The following is a DFT calculation (the ωB97M-V functional and the def2-TZVPD basis) of the molecule C4H6O2.

Cartesian coordinates (Å):
O: 1.455 -0.046 0.643
C: 2.398 0.339 -0.205
C: 0.565 -0.734 -0.284
C: -0.769 -0.557 0.355
C: -1.511 0.677 0.108
O: -1.856 -0.541 -0.544
H: 2.495 1.420 0.018
H: 0.905 -1.755 -0.464
H: 0.542 -0.194 -1.241
H: -0.908 -1.085 1.296
H: -2.227 1.022 0.851
H: -1.089 1.454 -0.533

Properties
E_HOMO   -8.5738 eV
HOMO-LUMO gap   8.7791 eV
Energy relative to the best compared isomer or geometry (same formula, charge and spin)   135.09 kcal per mole
LUMO   0.2 eV
Calculated total energy   -306.29101 Eh
Max |F|   1.09 eV Å⁻¹

These are the natural (NBO) partial charges, in e, on atoms 1 to 5:
1 O -0.52
2 C 0.14
3 C -0.10
4 C 0.03
5 C -0.11

The following is a DFT calculation (the ωB97M-V functional and the def2-TZVPD basis) of C31H21IrN8O5S as an isolated structure.

Cartesian coordinates (Å):
Ir: 0.129 -1.413 0.569
O: 2.368 -1.531 -3.241
C: 3.264 -0.541 -3.034
C: 3.941 0.037 -4.106
C: 4.830 1.074 -3.904
C: 5.068 1.555 -2.622
C: 4.408 0.989 -1.553
C: 3.495 -0.057 -1.731
C: 2.730 -0.561 -0.579
O: 1.984 -1.571 -0.622
N: 2.879 0.154 0.557
N: 2.079 -0.130 1.519
C: 1.981 0.456 2.660
C: 1.178 -0.070 3.712
C: 0.978 0.667 4.885
C: 0.183 0.185 5.898
C: -0.422 -1.081 5.777
C: -0.237 -1.840 4.657
C: 0.561 -1.368 3.573
O: 0.722 -2.082 2.525
H: 2.386 -1.793 -4.168
H: 3.758 -0.337 -5.108
H: 5.342 1.513 -4.750
H: 5.763 2.369 -2.466
H: 4.591 1.346 -0.549
H: 2.521 1.386 2.816
H: 1.455 1.636 4.973
H: 0.011 0.773 6.789
H: -1.041 -1.460 6.580
H: -0.700 -2.811 4.540
S: -3.647 -0.051 -6.010
N: -3.685 -1.311 -5.012
C: -2.811 -1.074 -4.054
C: -2.500 -1.954 -2.953
C: -3.084 -3.211 -2.779
C: -2.702 -3.982 -1.705
C: -1.737 -3.489 -0.832
N: -1.177 -2.301 -0.994
C: -1.547 -1.519 -2.023
C: -0.937 -0.206 -2.128
N: -0.151 0.182 -1.116
C: 0.442 1.363 -1.164
C: 0.309 2.220 -2.258
C: -0.518 1.856 -3.294
C: -1.184 0.629 -3.224
C: -2.142 0.178 -4.204
N: -2.532 0.845 -5.274
H: -3.826 -3.548 -3.491
H: -3.128 -4.960 -1.536
H: -1.415 -4.062 0.027
H: 1.003 1.669 -0.295
H: 0.841 3.160 -2.263
H: -0.683 2.496 -4.150
C: -1.971 3.523 3.048
N: -1.978 2.092 2.770
C: -3.001 1.293 3.170
C: -3.066 -0.017 2.849
C: -2.011 -0.539 2.036
O: -1.938 -1.716 1.596
N: -0.993 0.268 1.690
C: -0.912 1.584 2.011
O: 0.012 2.318 1.686
H: -2.698 3.744 3.824
H: -2.220 4.083 2.146
H: -0.979 3.826 3.368
H: -3.766 1.770 3.767
H: -3.873 -0.654 3.173

Properties
E_HOMO (spin up / spin down)   -9.9286 / -9.9208 eV
HOMO-LUMO gap (spin up / spin down)   5.1642 / 5.2319 eV
Energy relative to the best compared isomer or geometry (same formula, charge and spin)   123.02 kcal per mole
Total charge   +1
LUMO (spin up / spin down)   -4.8 / -4.7 eV
2S+1   2
Calculated total energy   -2510.45393 Eh
Max |F|   3.60 eV Å⁻¹
Expectation value of S²   0.805

These are the natural (NBO) partial charges, in e, on atoms 1 to 5:
1 Ir 1.50
2 O -0.66
3 C 0.42
4 C -0.32
5 C -0.15